ORCA calculation (ωB97M-V with the def2-TZVPD basis set) on a molecular structure, C30H30N2O9P3SSe2Tl.

Results
- Kohn-Sham gap (eV) = 7.4
- relative energy (zero: lowest compared OMol25 entry of this formula, charge and spin) (kcal/mol) = 7.2
- M (g/mol) = 1049.87

ORCA input file:
```
! RIJCOSX wB97M-V def2-TZVPD def2/J DEFGRID3
* xyz 0 1
H -1.94 2.65 3.17
H 2.56 -0.48 3.54
H 0.99 -1.07 4.10
C -2.17 4.76 -4.59
C -4.16 -0.81 -3.38
C -1.86 2.12 -5.39
C -2.31 -3.20 2.78
H -1.68 2.90 -7.37
O 1.25 0.95 0.49
S -2.78 -2.69 0.13
O -1.21 -0.19 1.90
O 1.22 3.22 1.76
H -3.35 -1.50 -3.58
C -4.21 -1.81 2.27
C -1.99 4.46 -5.93
H 0.44 -6.79 -0.12
C -0.40 -4.83 0.01
H 3.68 1.19 1.34
H 4.43 -1.65 -1.81
Se -1.86 1.88 -0.82
C -3.59 -2.20 4.57
H -4.83 -1.31 1.53
C -6.51 -0.35 -3.17
H -5.70 -2.25 -3.76
H 1.36 -1.10 2.37
C -2.54 -3.01 4.12
Tl -0.67 -0.37 -0.32
H -3.09 -1.08 6.31
C -3.87 0.49 -2.99
H -1.96 5.25 -6.67
O 3.20 1.81 1.91
H -1.73 1.09 -5.69
O -3.15 -3.97 -0.40
Se -0.73 -0.49 -3.24
H -3.48 -2.77 6.65
C -2.19 3.75 -3.64
H 2.50 -0.15 -1.25
H -1.46 -3.79 2.44
C 0.64 -5.73 -0.26
C -6.22 0.95 -2.78
H -1.36 -5.20 0.32
H -2.32 3.99 -2.60
C 3.34 -3.42 -1.30
C 1.07 -3.02 -0.58
H -4.77 -1.62 6.27
P 1.63 1.70 1.73
C 1.87 -5.32 -0.69
C 2.10 -3.94 -0.85
O 1.24 1.65 4.34
C 0.93 0.88 3.18
C 3.50 -2.07 -1.45
O -1.34 2.26 2.52
H -1.87 -3.46 4.85
P -2.16 1.06 -2.85
H -4.69 2.38 -2.36
C -2.04 2.43 -4.04
H 0.51 1.50 4.96
H -7.03 1.63 -2.54
N -1.16 -2.48 0.10
N 1.28 -1.68 -0.71
H -2.28 5.79 -4.28
C -3.15 -2.59 1.85
H 0.26 3.28 1.94
H -7.54 -0.69 -3.23
C -3.75 -1.91 6.03
H -5.25 -0.99 3.96
C -5.48 -1.23 -3.47
C -4.43 -1.63 3.63
H 2.66 -6.03 -0.90
C -1.83 3.14 -6.33
O -1.44 0.55 4.40
O -3.34 -1.50 -0.47
C -0.23 -3.46 -0.15
H 4.14 -4.10 -1.52
P -0.91 0.75 3.03
C 1.50 -0.54 3.29
C 2.43 -1.22 -1.14
C -4.91 1.37 -2.68
*
```